(1)
{"formula": "C8H9NO7PS2", "method": "ωB97M-V/def2-TZVPD", "symbols": ["S", "S", "P", "O", "O", "O", "O", "O", "O", "O", "N", "C", "C", "C", "C", "C", "C", "C", "C", "H", "H", "H", "H", "H", "H", "H", "H", "H"], "xyz": [[0.498, 0.815, -0.276], [2.810, -0.364, -1.432], [4.704, -0.820, -0.482], [-0.178, 2.260, 0.305], [4.553, -2.331, 0.316], [2.977, -0.062, -2.921], [-0.188, 0.466, -1.569], [0.386, -0.226, 0.809], [1.977, -1.623, -1.332], [-1.815, 2.795, 1.882], [2.180, 1.009, -0.623], [-3.291, 1.123, -0.834], [-2.509, 0.926, 0.484], [-1.440, 2.048, 0.931], [-4.442, -1.263, -0.351], [-4.291, -0.003, -1.248], [-3.664, -1.457, 0.999], [-2.665, -0.320, 1.424], [4.866, 0.466, 0.914], [-3.085, 2.064, -1.436], [4.782, 1.496, 0.423], [5.851, 0.301, 1.465], [-4.879, 0.103, -2.221], [3.948, 0.360, 1.606], [-2.048, -0.367, 2.392], [3.904, -2.899, -0.180], [-3.789, -2.408, 1.638], [-5.154, -2.088, -0.688]], "lowdin_charge": [0.664, 0.407, 0.789, -0.156, -0.391, -0.442, -0.345, -0.357, -0.449, 0.058, -0.392, -0.008, -0.105, -0.374, -0.087, -0.068, -0.057, 0.001, -0.331, 0.108, 0.043, 0.036, 0.081, 0.053, 0.110, 0.051, 0.085, 0.074], "energy_ha": -2029.24954, "smiles": "CP(O)S(=O)(=O)N=[S@@](=O)([O-])OC(=O)c1ccccc1", "total_charge": -1, "homo_energy_ev": -5.4, "homo_lumo_gap_ev": 8.2, "lumo_energy_ev": 2.794}

=====

(2)
{"formula": "C2H6N5", "method": "ωB97M-V/def2-TZVPD", "symbols": ["N", "N", "N", "N", "N", "C", "C", "H", "H", "H", "H", "H", "H"], "xyz": [[-1.695, -1.481, -0.258], [-1.872, 1.846, 0.224], [0.205, -0.504, 0.581], [-1.492, 0.820, -0.261], [1.845, 0.760, -0.511], [-1.005, -0.394, 0.066], [1.364, 0.034, 0.484], [2.055, -0.198, 1.291], [-2.040, 1.880, 1.248], [1.283, 1.008, -1.315], [2.810, 1.052, -0.508], [-1.256, -2.389, -0.210], [-2.665, -1.427, -0.536]], "lowdin_charge": [0.222, 0.192, 0.152, 0.043, 0.184, -0.409, -0.188, 0.151, 0.113, 0.131, 0.130, 0.141, 0.139], "energy_ha": -353.28556, "smiles": "[H]/N=N\\C(=[NH2+])/N=C\\N", "relative_energy_kcal_mol": 37.5, "total_charge": 1, "homo_energy_ev": -13.9, "homo_lumo_gap_ev": 9.3, "lumo_energy_ev": -4.548}

=====

(3)
{"formula": "C21H16N6O2PdSSe", "method": "ωB97M-V/def2-TZVPD", "symbols": ["Pd", "Se", "S", "O", "O", "N", "N", "N", "N", "N", "N", "C", "C", "C", "C", "C", "C", "C", "C", "C", "C", "C", "C", "C", "C", "C", "C", "C", "C", "C", "C", "C", "H", "H", "H", "H", "H", "H", "H", "H", "H", "H", "H", "H", "H", "H", "H", "H"], "xyz": [[0.161, 0.027, -0.146], [-0.749, -1.952, -1.260], [1.242, 1.502, -1.774], [-1.973, 1.200, 3.349], [-0.136, -0.860, 4.091], [-2.119, 0.986, -0.115], [1.648, -1.225, 1.055], [1.199, -2.089, -5.543], [-0.642, -0.096, 1.980], [1.762, 1.631, 0.833], [0.011, 3.013, 0.033], [3.825, -2.096, 1.372], [-0.215, 3.499, 1.277], [-1.726, 0.658, 2.288], [-2.932, 1.138, -1.156], [0.956, 2.011, -0.183], [0.566, 3.090, 2.312], [0.628, -3.168, -3.492], [0.680, -0.969, -5.069], [2.445, -1.607, 3.256], [0.081, -1.986, -2.995], [1.455, -1.191, 2.371], [-4.026, 0.867, 1.316], [3.650, -2.059, 2.747], [1.167, -3.158, -4.767], [0.136, -0.682, 2.922], [-4.311, 1.162, -1.033], [0.107, -0.860, -3.813], [2.792, -1.665, 0.556], [-4.868, 1.023, 0.230], [-2.652, 0.838, 1.103], [1.574, 2.136, 2.025], [2.244, -1.554, 4.314], [-4.401, 0.764, 2.321], [4.445, -2.374, 3.407], [2.876, -1.668, -0.526], [-2.450, 1.268, -2.120], [-0.307, 0.080, -3.475], [2.228, 1.764, 2.804], [-0.540, 3.307, -0.762], [0.417, 3.457, 3.311], [0.707, -0.121, -5.741], [-4.936, 1.298, -1.902], [0.620, -4.068, -2.894], [1.586, -4.057, -5.198], [4.741, -2.458, 0.934], [-5.939, 1.044, 0.364], [-1.025, 4.202, 1.391]], "lowdin_charge": [0.521, 0.752, 0.648, 0.070, 0.081, 0.045, 0.026, 0.052, 0.057, 0.040, 0.070, -0.045, -0.046, -0.482, -0.146, -0.967, -0.021, -0.118, -0.151, 0.007, -0.627, -0.191, 0.008, -0.047, -0.159, -0.473, -0.053, -0.163, -0.115, -0.048, -0.187, -0.090, 0.118, 0.121, 0.109, 0.117, 0.107, 0.039, 0.127, 0.137, 0.116, 0.106, 0.105, 0.093, 0.103, 0.105, 0.109, 0.140], "energy_ha": -4216.33612, "relative_energy_kcal_mol": 75.5, "total_charge": 0, "homo_energy_ev": [-7.4, -7.4], "homo_lumo_gap_ev": [5.1, 5.1], "lumo_energy_ev": [-2.222, -2.237]}

=====

(4)
{"formula": "C4H3OP", "method": "ωB97M-V/def2-TZVPD", "symbols": ["P", "O", "C", "C", "C", "C", "H", "H", "H"], "xyz": [[0.064, 1.602, -0.299], [2.920, -0.954, 0.159], [-2.801, 0.529, -0.094], [-3.358, -0.531, 0.093], [0.956, 0.255, -0.258], [2.437, 0.133, -0.111], [3.200, 0.956, -0.184], [0.392, -0.577, 0.196], [-3.809, -1.415, 0.498]], "lowdin_charge": [0.983, 0.027, -0.143, -0.153, -0.539, -0.352, 0.124, 0.060, -0.008], "energy_ha": -570.52949, "relative_energy_kcal_mol": 139.0, "total_charge": 0, "homo_energy_ev": [-10.3, -9.5], "homo_lumo_gap_ev": [8.0, 6.7], "lumo_energy_ev": [-2.225, -2.761]}

=====

(5)
{"formula": "C5H11N2", "method": "ωB97M-V/def2-TZVPD", "symbols": ["N", "N", "C", "C", "C", "C", "C", "H", "H", "H", "H", "H", "H", "H", "H", "H", "H", "H"], "xyz": [[0.648, -2.904, 0.329], [-0.742, -1.858, 1.788], [0.126, 2.317, -1.931], [-0.299, 1.364, 0.634], [0.584, 0.421, -0.059], [-0.250, 1.284, -0.884], [0.060, -1.826, 0.790], [0.149, 2.119, 1.299], [-1.190, -1.013, 2.055], [0.072, 2.027, -2.922], [1.473, -2.843, -0.308], [-0.519, 3.216, -1.640], [1.194, 2.539, -1.626], [-1.032, 0.657, -1.374], [1.548, 0.100, -0.160], [-1.104, -2.781, 2.101], [-1.132, 0.938, 1.238], [0.413, -3.758, 0.672]], "lowdin_charge": [0.150, 0.151, -0.022, -0.073, 0.066, -0.314, -0.202, 0.132, 0.091, 0.054, 0.152, 0.125, 0.105, 0.164, 0.078, 0.157, 0.114, 0.073], "energy_ha": -306.22297, "relative_energy_kcal_mol": 100.7, "total_charge": 1, "homo_energy_ev": -13.9, "homo_lumo_gap_ev": 9.2, "lumo_energy_ev": -4.721}

=====

(6)
{"formula": "C6H12N", "method": "ωB97M-V/def2-TZVPD", "symbols": ["N", "C", "C", "C", "C", "C", "C", "H", "H", "H", "H", "H", "H", "H", "H", "H", "H", "H", "H"], "xyz": [[-1.981, 0.332, 0.120], [0.329, -1.503, -0.022], [-3.067, -0.248, 0.018], [1.266, 0.494, -1.203], [0.598, 0.025, 0.008], [1.464, 0.520, 1.196], [-0.846, 0.827, 0.081], [1.335, -2.050, -0.233], [-3.683, -0.329, 0.800], [1.564, 1.552, 0.866], [0.777, 0.073, -2.114], [0.009, -1.811, 0.937], [-0.822, 1.859, 0.201], [1.008, 0.470, 2.172], [2.379, -0.033, 1.456], [1.162, 1.616, -1.361], [2.404, 0.275, -1.245], [-3.517, -0.312, -0.966], [-0.376, -1.757, -0.711]], "lowdin_charge": [0.120, -0.027, 0.190, -0.094, -0.538, -0.033, 0.108, 0.146, 0.086, 0.086, 0.106, 0.072, 0.145, 0.083, 0.112, 0.113, 0.145, 0.140, 0.040], "energy_ha": -290.22777, "smiles": "C=[N+]=CC(C)(C)C", "relative_energy_kcal_mol": 59.1, "total_charge": 1, "homo_energy_ev": -15.7, "homo_lumo_gap_ev": 10.7, "lumo_energy_ev": -4.938}